# 1
# C54H112FeN6O6

A structure of composition C54H112FeN6O6 (ωB97M-V/def2-TZVPD, the Open Molecules 2025 dataset).

Positions of all 179 atoms, in Å:
1 O -0.199 2.350 3.836
2 H 1.699 -3.937 4.887
3 C -1.504 -4.972 -1.310
4 H -5.016 -0.205 1.502
5 H 3.159 -4.894 4.603
6 C 2.790 -1.090 3.539
7 C 3.604 0.318 -3.077
8 H -4.025 1.689 1.712
9 H -1.872 -1.753 -3.091
10 H -1.180 1.589 -0.884
11 H 0.947 0.028 3.932
12 H -0.201 -4.468 -4.952
13 C 3.854 -3.972 2.270
14 H 3.810 1.316 -3.463
15 H -3.650 0.402 3.508
16 C -1.692 5.707 4.598
17 H -2.922 4.158 6.396
18 H -0.315 -6.694 -1.868
19 H 4.450 -0.615 2.105
20 H 3.317 -0.780 5.664
21 H -2.998 0.200 -3.883
22 C 4.221 -0.727 3.165
23 C 2.823 2.448 -0.541
24 H 6.285 2.736 -1.238
25 H -3.472 -0.556 -7.913
26 H -1.601 -4.861 0.860
27 O 1.965 -1.902 1.416
28 C -1.038 3.188 5.904
29 H -0.548 -6.635 -4.289
30 H -0.682 -1.992 3.259
31 H -3.338 -4.730 -2.324
32 H 0.967 2.739 -4.555
33 H -3.588 -4.807 -0.488
34 H 1.613 -2.836 -2.766
35 H -5.483 -1.558 0.569
36 H 0.633 0.223 -7.077
37 H -1.573 4.218 7.655
38 C 1.512 -4.668 2.313
39 H 4.049 -5.039 2.368
40 H -2.423 2.370 1.503
41 H 1.446 -4.501 1.238
42 H 1.178 3.001 -6.245
43 C -3.580 2.443 -8.007
44 H 4.630 3.054 0.572
45 H 0.304 3.285 7.730
46 N -0.944 3.357 4.446
47 O -0.670 2.293 -8.117
48 H -4.632 2.191 -7.871
49 C -3.438 1.083 -5.831
50 O -0.380 -2.781 -0.574
51 H 4.929 -1.393 3.657
52 C -3.751 -0.428 -0.194
53 H -3.098 -0.976 4.535
54 H 0.524 -1.395 -2.652
55 C 5.281 2.350 -1.414
56 C 0.367 3.153 6.650
57 H -3.327 -1.292 -0.705
58 H 0.930 2.265 6.363
59 H 5.002 -1.635 -1.473
60 C -1.907 0.785 -0.996
61 H -1.880 6.436 6.674
62 H -1.883 2.371 -4.339
63 C -0.441 -3.339 -3.022
64 C 2.553 -3.573 2.945
65 H -2.517 -3.307 -3.451
66 C 2.886 -1.512 4.980
67 H 0.967 4.011 6.348
68 C -1.225 -5.535 0.090
69 C 0.587 5.134 3.620
70 C -4.602 -0.992 0.872
71 H -1.532 -0.043 -1.597
72 C -1.870 1.955 6.179
73 H 4.436 0.281 3.520
74 H -1.618 5.694 1.928
75 C -0.935 -5.789 -3.721
76 H -3.800 2.241 0.263
77 H 3.501 -3.160 6.279
78 H -4.361 -2.125 2.650
79 C 5.367 0.791 -1.350
80 H -0.117 -0.765 -5.876
81 H -2.013 1.858 7.255
82 H -0.204 3.630 -5.193
83 H 2.567 3.972 1.081
84 H -1.497 -2.521 -4.718
85 C 0.711 -2.351 -3.141
86 H -2.074 -6.766 -2.327
87 H -3.619 -2.873 1.366
88 H -0.537 3.216 -7.887
89 N -1.378 1.964 -7.029
90 O -0.708 0.383 1.877
91 H -3.401 3.502 -7.822
92 H 1.721 -5.656 2.723
93 H 1.877 0.407 2.436
94 H 1.052 -4.863 -3.813
95 H -1.082 1.050 2.457
96 H 0.625 6.128 3.174
97 H 2.432 1.083 3.913
98 C -2.614 0.520 0.380
99 H -1.859 -5.504 -4.224
100 H -4.357 0.549 -6.073
101 H -0.744 1.302 -3.691
102 H -2.738 5.711 4.294
103 C 2.702 -3.915 4.462
104 H 0.504 -4.575 2.718
105 C -1.178 -6.150 -2.252
106 C -2.884 -0.358 3.663
107 C -2.729 1.423 -7.225
108 N 2.114 -2.153 2.727
109 C 1.935 0.203 3.505
110 H 1.206 5.176 4.516
111 C 3.886 0.233 -1.507
112 H 1.080 2.726 -1.701
113 H 1.829 -1.590 5.239
114 C 4.089 -1.270 -1.003
115 C -1.404 1.415 -4.551
116 C 0.417 2.787 -5.495
117 H 1.167 2.828 0.794
118 C 2.248 2.969 0.798
119 H 0.905 -2.116 -4.188
120 C -1.659 -2.664 -3.650
121 H 4.203 -1.237 0.081
122 N 2.831 0.955 -0.628
123 H -0.272 5.819 6.226
124 C -1.346 5.684 6.093
125 N -1.744 -0.345 1.332
126 C -2.571 0.056 -7.950
127 C -2.433 -1.160 2.364
128 H -4.362 0.026 -0.975
129 C -3.748 -1.874 1.784
130 H 2.556 0.127 -3.309
131 H -1.265 -3.089 2.017
132 H -2.063 0.259 4.027
133 H -1.289 1.054 5.979
134 H 5.610 0.512 -0.325
135 H 5.157 2.666 -2.450
136 C -2.968 -4.490 -1.327
137 C 0.009 -4.556 -3.886
138 H 4.763 -3.501 2.645
139 C -0.879 4.673 3.756
140 H -2.299 0.066 -9.005
141 H 1.869 4.163 -1.596
142 H -2.034 -0.529 -5.233
143 H 2.679 3.027 -2.613
144 C -3.185 1.756 1.022
145 H 0.668 2.761 3.802
146 N -0.612 -3.822 -1.612
147 C -1.861 4.293 6.607
148 H -3.834 1.999 -5.393
149 H -3.378 2.462 -9.078
150 H -2.645 4.320 2.612
151 H 3.880 -3.582 1.252
152 C 2.103 3.102 -1.691
153 H -0.158 -5.729 0.205
154 H -1.191 3.991 1.731
155 C -1.651 4.715 2.405
156 C -1.582 -2.370 2.773
157 C 0.302 0.228 -6.038
158 H 1.252 0.262 -5.503
159 H -3.045 -3.405 -1.252
160 H 4.349 3.989 -0.692
161 C -0.495 1.554 -5.824
162 H -2.072 -3.045 3.475
163 H 2.866 -1.835 1.091
164 Fe 0.160 -0.962 0.417
165 H 4.270 -0.328 -3.650
166 H -1.735 -0.502 -7.528
167 O 1.606 0.334 -0.595
168 H 4.551 -3.019 4.842
169 C 3.536 -2.901 5.221
170 H 1.136 4.568 2.867
171 H -2.572 1.316 -1.677
172 H -1.424 6.689 4.209
173 H 2.706 2.501 1.669
174 C 4.266 2.930 -0.448
175 H -1.782 -6.458 0.252
176 H -2.874 1.801 5.784
177 H 3.317 -2.016 -1.192
178 H 6.042 0.381 -2.102
179 C -2.458 0.383 -4.812

Computed properties:
largest force on an atom = 0.113 hartree/bohr
E_tot = -4167.901651 a.u.
energy relative to the best compared isomer or geometry (same formula, charge and spin) = 122.6 kJ/mol
spin multiplicity = 5
Kohn-Sham gap (alpha / beta) = 6.343 / 6.198 eV
E_LUMO (alpha / beta) = 0.015 / 0.015 Ha
⟨S²⟩ = 6.010

Atomic partial charges in e from the Mulliken method, atoms 1 to 8: O 1.429; H 0.390; C 1.832; H 0.442; H 0.429; C 1.330; C -1.388; H 0.413

# 2
# C54H116F18N5O22

A cluster of 11 separate species, C54H116F18N5O22 in total (ωB97M-V/def2-TZVPD, the Open Molecules 2025 dataset).

Positions of all 215 atoms, in Å:
1 F 3.580 0.295 -3.088
2 H -6.752 -2.166 -4.466
3 C -0.438 8.495 -5.778
4 F -9.666 5.466 1.213
5 H 6.962 3.931 2.132
6 H -6.185 -10.817 3.575
7 F 10.945 -3.800 -1.398
8 C 5.041 -1.196 8.214
9 F 4.535 -1.487 -3.982
10 H -4.303 -8.185 1.457
11 N 3.856 -9.150 -2.510
12 C 3.427 -7.517 -4.392
13 F -5.495 -4.433 -5.679
14 F 2.811 11.768 1.207
15 H -8.797 -1.482 -3.115
16 C -9.226 5.674 2.503
17 C 2.200 12.852 0.698
18 H -4.556 7.785 -4.098
19 H 9.532 -4.954 -6.010
20 F -6.142 -5.749 -4.229
21 H 3.322 4.392 5.908
22 H -5.841 -9.222 4.709
23 H -8.142 -10.036 4.311
24 C -9.874 5.289 6.997
25 H 4.177 1.085 9.307
26 F 2.659 13.065 -0.508
27 H 5.852 0.393 -4.863
28 H 4.848 14.200 3.024
29 O 10.122 -5.932 -4.351
30 C -8.440 -8.988 4.334
31 H -7.938 -3.366 -3.960
32 H -2.770 -11.249 1.693
33 C -5.189 -4.942 -4.460
34 C -2.086 1.730 1.026
35 H 4.896 2.933 8.066
36 H -0.063 8.988 -4.881
37 F -2.238 3.669 6.640
38 C 4.123 3.794 5.473
39 C -3.015 2.941 7.496
40 H 4.619 1.753 5.729
41 H -7.962 -1.981 -1.681
42 H 1.351 -1.315 3.571
43 H -3.784 -12.738 1.708
44 N -0.808 9.694 -6.709
45 C -3.308 -11.966 2.313
46 H -1.356 6.631 -5.192
47 H 11.642 -7.102 -5.880
48 H 3.697 -0.630 0.925
49 H -0.596 0.266 2.784
50 H 2.129 -2.122 2.129
51 C 4.902 14.314 1.941
52 H -2.335 -0.371 1.052
53 H -0.659 11.619 -5.962
54 H 0.046 1.024 1.631
55 O 5.601 3.525 3.554
56 C 10.822 -6.545 -6.333
57 H -4.554 7.097 -5.670
58 O -2.361 11.585 -8.216
59 H -1.246 0.202 -0.173
60 H -2.509 -12.456 2.870
61 O 1.574 15.393 1.086
62 C -1.471 10.895 -6.030
63 C 1.529 -1.289 2.496
64 C 6.154 15.217 1.778
65 C 3.432 -9.625 -1.167
66 H -11.195 5.585 3.443
67 H -2.044 7.375 -6.694
68 C -4.969 -3.894 -3.348
69 F 0.858 12.574 0.580
70 H -6.328 -7.574 5.187
71 H 6.036 -1.603 8.394
72 O -1.982 0.981 6.516
73 N -4.714 -8.711 2.215
74 F 2.699 -0.645 -4.899
75 H -6.008 0.704 4.857
76 H -6.456 -9.458 1.340
77 O 3.809 14.905 1.284
78 H -4.779 -0.823 6.984
79 H 7.015 14.751 2.256
80 H 3.505 -13.477 -0.736
81 H -9.417 6.148 7.489
82 H 4.198 -1.007 2.536
83 C -1.657 7.552 -5.691
84 H 2.403 14.119 2.469
85 H 0.459 8.095 -6.251
86 C 3.728 -8.325 -6.563
87 H 2.365 -9.436 -1.054
88 H 4.545 -1.209 9.185
89 H -1.751 4.323 2.075
90 C -3.895 7.323 -4.831
91 H -0.212 4.551 1.442
92 C 4.848 0.472 -5.281
93 C 10.901 -4.239 -2.687
94 H 3.502 -11.368 -0.019
95 O -10.079 6.344 4.850
96 N -0.426 0.147 1.795
97 H 4.052 -8.981 -0.543
98 H 1.919 -8.264 -3.043
99 H 6.397 15.267 0.717
100 C -9.509 5.120 5.502
101 O 4.984 -0.076 -6.578
102 H 3.740 -9.742 -3.320
103 F -8.202 6.491 2.350
104 C 3.316 -13.248 -1.785
105 H 2.756 -6.799 -4.865
106 H -3.813 -9.008 2.560
107 C 10.452 -5.299 -5.539
108 H -5.845 -12.033 2.347
109 O -7.442 -8.177 3.649
110 H -6.858 0.012 6.318
111 H -0.503 -1.991 2.071
112 H 8.845 -4.468 -3.506
113 H -8.511 -8.541 5.326
114 H -3.902 12.802 -9.014
115 H 0.135 9.914 -6.995
116 F -2.416 2.909 8.720
117 C 5.829 -1.338 -8.508
118 F -8.738 4.496 2.900
119 H -4.272 -7.568 3.973
120 H 3.078 1.967 5.943
121 H -9.302 -9.025 3.668
122 H 3.471 3.221 3.481
123 H 5.781 -0.730 -9.411
124 O 9.018 -6.027 -2.298
125 O 3.016 -11.923 -1.867
126 O -4.137 -4.217 -2.253
127 H -9.906 4.152 5.196
128 C 2.455 14.287 1.393
129 C -7.164 -2.687 -3.603
130 C -2.676 11.302 -6.809
131 C 4.019 0.970 8.235
132 O -6.134 -3.336 -2.853
133 H 11.175 -6.296 -7.334
134 C -6.093 -0.129 5.555
135 H -4.136 -0.873 5.404
136 H 5.120 4.169 1.579
137 O 2.245 -0.151 2.290
138 H -1.449 4.423 0.254
139 H -4.619 -2.945 -3.756
140 H 6.696 -1.334 -6.452
141 H 3.671 -9.300 -7.047
142 H 4.188 -13.541 -2.369
143 H 3.185 2.995 7.957
144 C 2.968 -7.987 -2.937
145 H -6.435 -1.000 4.996
146 C -3.134 1.476 7.049
147 H 4.898 -11.269 -0.938
148 F 10.959 -3.133 -3.419
149 H 4.485 -1.855 7.548
150 H 6.907 0.105 -7.242
151 F -4.221 3.496 7.705
152 H 10.004 -7.262 -6.414
153 O 5.030 0.186 7.738
154 O -0.947 2.570 1.160
155 H -8.420 5.118 5.458
156 C 6.153 -0.673 -7.128
157 H 4.027 0.685 2.266
158 H 4.421 -7.104 -4.224
159 H -3.401 10.494 -6.904
160 H 2.472 -13.801 -2.197
161 F -4.203 -5.687 -4.775
162 C -10.345 6.267 3.413
163 H 4.998 4.260 5.926
164 H -2.903 1.912 0.327
165 H 4.797 -8.798 -2.402
166 C -5.522 -11.072 2.749
167 H 4.676 -7.821 -6.749
168 O -11.008 7.466 3.071
169 C -5.143 -7.685 3.328
170 H -3.493 0.876 7.885
171 C -1.590 0.397 0.842
172 C -1.142 4.026 1.221
173 H -5.547 -6.856 2.747
174 C 3.629 -0.281 1.956
175 C 0.246 -1.292 1.700
176 O 4.540 1.841 -5.480
177 O 3.417 -8.658 -5.179
178 H 6.120 16.156 2.330
179 H -4.415 11.053 -9.016
180 H -7.167 -0.731 -2.778
181 H 5.318 13.392 1.534
182 O -4.212 -11.275 3.222
183 H 6.568 -2.108 -8.733
184 H -1.787 10.571 -5.038
185 C -4.711 -0.231 6.072
186 C 4.040 2.374 7.687
187 C -6.168 -8.248 4.346
188 H 3.113 -7.178 -2.221
189 C 3.828 -11.075 -1.017
190 N 3.966 2.413 6.126
191 O -4.180 1.141 6.152
192 H 2.979 -7.724 -7.078
193 H -9.633 4.405 7.587
194 H -4.930 -10.220 0.857
195 H -3.544 6.379 -4.413
196 H -1.270 9.204 -7.462
197 C 5.906 3.660 2.136
198 H -2.584 1.809 1.993
199 C -3.585 11.759 -9.037
200 H -3.134 11.719 -10.028
201 H 4.863 -1.842 -8.472
202 C -5.535 -9.910 1.708
203 H 0.394 -1.444 0.631
204 H 5.957 2.639 1.757
205 C 4.279 3.826 3.892
206 F 12.096 -4.854 -2.843
207 O -2.737 8.223 -5.075
208 H 3.044 0.525 8.038
209 H 3.974 4.832 3.603
210 H 11.182 -4.494 -5.451
211 C 9.657 -5.122 -3.189
212 H -3.168 12.108 -6.264
213 C 3.889 -0.300 -4.334
214 C -7.800 -1.614 -2.695
215 H -10.943 5.458 7.126

Computed properties:
total charge = -1
largest force on an atom = 0.113 hartree/bohr
E_tot = -5852.531196 a.u.
energy relative to the best compared isomer or geometry (same formula, charge and spin) = 1716.3 kJ/mol
Kohn-Sham gap = 1.771 eV
E_LUMO = -0.040 Ha

Atomic partial charges in e from the Mulliken method, atoms 1 to 8: F -0.267; H 0.314; C -0.848; F -0.298; H 0.268; H -0.032; F -0.304; C -0.721